Molecular formula: C2H2OS2
Method: DFT, wB97M-V/def2-TZVPD

Last column: Mulliken charge in e.
Positions of all 7 atoms, in Å:
C 0.774 0.298 0.829  0.0658
C -0.249 -0.252 -0.126  0.2734
O 1.372 1.306 0.618  -0.4247
S -1.141 -1.532 0.443  -0.1898
S -0.483 0.820 -1.468  -0.0987
H 0.825 -0.468 1.750  0.2293
H -1.098 -0.171 -2.046  0.1447

Forces on atoms 1 to 2 (eV/Å):
-0.1 -2.1 1.4
-1.1 -0.2 1.3

Values from the calculation:
SMILES string = O=CC(=S)S
Total charge = 0
Highest occupied orbital energy = -0.350 hartree
Kohn-Sham gap = 7.92 eV

Molecular formula: C2H2P2S
Method: DFT, wB97M-V/def2-TZVPD

Last column: Mulliken charge in e.
Positions of all 7 atoms, in Å:
C -1.641 -0.503 -0.047  -0.1517
C 2.175 0.149 -0.107  -0.2666
P -0.269 -1.398 0.088  -0.1472
P -1.404 1.215 0.259  -0.0986
S 0.813 0.373 0.687  -0.0117
H -2.548 -0.724 -0.500  0.3986
H 2.873 0.888 -0.379  0.2773

Forces on atoms 1 to 2 (eV/Å):
1.5 3.1 0.5
0.2 -1.6 0.2

Values from the calculation:
Total charge = 0
Highest occupied orbital energy (spin up / spin down) = -0.269 / -0.269 hartree
Kohn-Sham gap (spin up / spin down) = 5.53 / 5.53 eV

Molecular formula: C2H2S2
Method: DFT, wB97M-V/def2-TZVPD

Last column: Mulliken charge in e.
Positions of all 6 atoms, in Å:
C 0.344 -0.391 -0.866  0.4743
C -0.014 0.224 0.372  -0.4953
S 0.533 -1.278 -2.106  -0.2333
S 0.591 1.302 1.632  -0.3381
H -0.944 0.697 0.022  0.2775
H -0.510 -0.554 0.946  0.3149

Forces on atoms 1 to 2 (eV/Å):
0.2 -0.5 0.8
-0.8 -0.2 -1.2

Values from the calculation:
Total charge = 0
Highest occupied orbital energy (spin up / spin down) = -0.273 / -0.273 hartree
Kohn-Sham gap (spin up / spin down) = 5.65 / 5.65 eV

Molecular formula: C2H2S3
Method: DFT, wB97M-V/def2-TZVPD

Last column: Mulliken charge in e.
Positions of all 7 atoms, in Å:
C -0.294 0.321 0.450  -0.3214
C 0.418 -0.047 -0.484  -0.5294
S 3.445 0.918 -1.374  -0.1279
S 3.367 -1.501 0.810  -0.0859
S 3.354 0.381 0.487  0.2093
H -0.805 0.685 1.318  0.3799
H 1.141 -0.559 -1.106  0.4753

Forces on atoms 1 to 2 (eV/Å):
2.0 -0.7 -2.2
-1.6 0.2 2.5

Values from the calculation:
Total charge = 0
Highest occupied orbital energy (spin up / spin down) = -0.356 / -0.356 hartree
Kohn-Sham gap (spin up / spin down) = 7.20 / 7.20 eV

Molecular formula: C2H31O14
Method: DFT, wB97M-V/def2-TZVPD

Last column: Mulliken charge in e.
Positions of all 47 atoms, in Å:
C -0.332 -0.669 1.334  -0.8291
C 0.388 -0.164 0.081  -0.2841
O 0.513 -1.109 -0.979  -0.8407
H 0.053 -1.614 1.717  0.2621
H -1.389 -0.807 1.108  0.1310
H -0.265 0.128 2.074  0.3015
H 1.351 0.318 0.252  0.2848
H -0.179 0.700 -0.266  0.0656
O -1.143 4.659 -0.806  -0.6339
H -1.465 4.766 -1.701  0.2989
H -1.521 3.831 -0.512  0.3259
O 2.122 2.706 5.602  -0.6479
H 1.172 2.656 5.491  0.3413
H 2.242 2.986 6.509  0.3080
O 2.884 -4.409 -0.820  -0.6441
H 2.298 -3.665 -0.961  0.3416
H 2.448 -4.936 -0.151  0.2823
O 4.572 -0.370 -1.774  -0.6567
H 3.628 -0.466 -1.894  0.3348
H 4.791 -0.992 -1.080  0.3086
O -3.959 1.399 3.063  -0.6002
H -4.291 0.502 3.030  0.3042
H -4.374 1.836 2.319  0.3073
O -2.077 -5.367 0.743  -0.5990
H -2.445 -5.725 1.551  0.2875
H -1.135 -5.521 0.820  0.3110
O 2.041 -1.757 -4.944  -0.6348
H 1.936 -1.069 -5.601  0.3009
H 1.572 -1.429 -4.176  0.3238
O 5.314 2.999 -0.068  -0.6506
H 4.761 2.462 -0.634  0.3360
H 4.718 3.335 0.602  0.3136
O -0.495 -4.643 -2.720  -0.6343
H -0.176 -3.829 -2.331  0.3327
H -0.767 -5.176 -1.973  0.2908
O -3.211 -1.316 -1.985  -0.6726
H -3.596 -1.599 -1.155  0.2971
H -2.283 -1.191 -1.789  0.3433
O 1.607 3.637 -3.418  -0.6241
H 1.381 2.853 -2.919  0.3302
H 0.793 3.888 -3.855  0.2934
O -3.953 2.254 -1.473  -0.6186
H -3.831 1.409 -1.904  0.3528
H -4.862 2.241 -1.171  0.2788
O -1.399 2.385 5.720  -0.6553
H -2.021 2.386 4.993  0.3217
H -1.420 1.487 6.052  0.3148

Forces on atoms 1 to 2 (eV/Å):
0.2 0.4 -0.3
0.0 -1.5 -2.3

Values from the calculation:
Total charge = -1
Highest occupied orbital energy = -0.132 hartree
Kohn-Sham gap = 5.53 eV

Molecular formula: C2H32N2O13
Method: DFT, wB97M-V/def2-TZVPD

Last column: Mulliken charge in e.
Positions of all 49 atoms, in Å:
C 0.279 -0.069 2.905  -1.2460
N 0.816 0.719 1.806  -0.2460
C 0.670 2.061 1.919  -0.1622
N 1.295 2.731 0.941  -0.6920
H 0.155 -1.155 2.906  0.4338
H 0.822 0.205 3.915  0.3342
H -0.852 0.205 3.027  0.2554
H 0.621 0.296 0.909  0.4046
H 0.196 2.471 2.824  0.4325
H 1.160 3.800 1.106  0.1961
H 0.261 1.995 -2.862  0.2484
H -0.252 3.269 -3.366  0.3235
O 0.524 2.958 -2.941  -0.6445
H -3.401 -2.725 -2.343  0.2901
H -2.225 -2.456 -1.319  0.1751
O -2.800 -2.095 -1.829  -0.6226
H 3.002 -0.782 -2.157  0.5046
H 2.255 -1.654 -3.300  0.3757
O 2.142 -0.935 -2.638  -0.9544
H 3.180 1.407 1.022  0.2818
H 3.629 2.691 1.451  0.3418
O 4.047 1.781 1.357  -0.6901
H 4.293 -0.215 2.137  0.2691
H 3.598 -1.525 2.570  0.2600
O 3.780 -0.952 1.845  -0.4896
H -3.001 -2.189 2.002  0.3201
H -2.498 -2.476 3.222  0.2703
O -2.313 -2.702 2.306  -0.5714
H -2.164 1.373 -1.824  0.4054
H -1.388 2.483 -0.947  0.3359
O -2.148 2.018 -1.019  -0.8038
H -3.112 -0.103 1.287  0.5676
H -2.844 -1.061 0.243  0.0957
O -3.474 -0.936 0.878  -0.7444
H -3.805 1.889 1.141  0.2835
H -2.434 1.683 0.651  0.4254
O -2.962 1.565 1.478  -0.5626
H -1.374 -4.000 1.458  0.3601
H 0.143 -4.530 1.149  0.3286
O -0.691 -4.650 1.134  -0.7766
H 0.267 0.121 -4.834  0.2364
H 0.872 -0.237 -3.342  0.4239
O 0.184 0.193 -3.869  -0.6753
H -2.685 -0.526 -2.581  0.5039
H -1.492 0.180 -3.406  0.3488
O -2.293 0.301 -2.931  -1.0017
H 3.647 -0.797 -0.266  0.3103
H 4.259 0.680 -0.792  0.3558
O 4.109 -0.306 -1.023  -0.8155

Forces on atoms 1 to 2 (eV/Å):
-2.1 1.3 3.0
-0.9 -1.9 1.2

Values from the calculation:
Total charge = -1
Highest occupied orbital energy (spin up / spin down) = 0.018 / -0.246 hartree
Kohn-Sham gap (spin up / spin down) = 2.26 / 9.32 eV
Spin multiplicity = 2

Molecular formula: C2H33O15
Method: DFT, wB97M-V/def2-TZVPD

Last column: Mulliken charge in e.
Positions of all 50 atoms, in Å:
C 0.389 -1.049 0.254  2.2647
C 0.706 0.316 -0.421  -0.2777
O -0.359 0.828 -1.182  -1.0146
H 1.174 -1.806 0.256  0.6612
H -0.454 -1.498 -0.271  1.5750
H 0.239 -0.667 1.264  -4.3162
H 1.602 0.105 -1.003  0.9954
H 0.896 1.003 0.404  1.1942
O -2.408 1.117 0.140  -0.8351
H -2.332 0.418 -0.509  0.9757
H -1.545 1.530 0.152  1.7250
O 0.694 1.956 -2.596  -0.8317
H 1.250 1.314 -3.038  0.2941
H 0.350 1.491 -1.833  0.6074
O -0.083 0.993 2.319  -0.5230
H -0.420 1.864 2.529  0.4170
H 0.088 1.022 1.378  -2.0875
O 1.171 -1.077 3.000  -0.7140
H 1.038 -0.234 3.431  0.3037
H 0.299 -1.335 2.701  0.7240
O 0.673 -0.997 -2.634  -0.6518
H 0.467 -0.423 -1.896  0.6912
H 1.208 -1.694 -2.254  0.7470
O -1.916 2.275 -1.643  -0.9573
H -1.656 1.732 -2.387  0.3393
H -1.819 1.703 -0.882  -0.7216
O 1.940 1.931 1.556  -0.5626
H 2.773 1.646 1.931  0.3591
H 1.345 1.196 1.708  0.7631
O -1.818 -0.238 1.857  -0.9551
H -0.993 0.165 2.127  0.6334
H -2.148 0.332 1.163  0.3973
O -2.188 -0.223 -1.443  -0.6694
H -1.324 0.046 -1.132  0.1396
H -2.192 -1.175 -1.351  0.4939
O 2.940 -1.444 1.833  -0.7712
H 2.043 -1.189 2.048  0.5800
H 3.114 -2.203 2.389  0.2704
O 1.699 -2.698 -1.576  -0.6050
H 1.645 -2.216 -0.751  -0.0933
H 2.354 -3.378 -1.414  0.2816
O -1.068 -2.443 1.066  -0.6805
H -1.257 -2.059 1.922  0.3274
H -1.925 -2.538 0.651  0.3320
O -0.963 0.572 -2.956  -0.7790
H -0.485 0.482 -2.132  -0.9553
H -1.438 -0.254 -3.049  0.4305
O -0.769 2.302 0.290  -0.4774
H -0.483 1.567 -0.253  -0.5647
H -0.049 2.932 0.240  0.5207

Forces on atoms 1 to 2 (eV/Å):
0.4 2.7 -1.4
2.5 -2.6 2.1

Values from the calculation:
Total charge = -1
Highest occupied orbital energy = -0.158 hartree
Kohn-Sham gap = 6.66 eV

Molecular formula: C2H36O18
Method: DFT, wB97M-V/def2-TZVPD

Last column: Mulliken charge in e.
Positions of all 56 atoms, in Å:
O 2.958 -0.616 -0.269  -0.7234
C 2.115 -0.925 0.549  0.6842
O 0.819 -0.598 0.539  -0.2507
C 2.405 -1.846 1.694  -0.9271
H 0.627 -0.097 -0.261  0.0905
H 2.152 -1.279 2.659  0.1230
H 3.472 -2.037 1.688  0.3736
H 1.782 -2.730 1.740  0.3258
H 1.807 1.178 -3.449  0.4910
H 3.340 1.662 -3.230  0.2628
O 2.417 1.915 -3.130  -0.7127
H 0.034 0.734 -3.437  0.1580
H 0.620 -0.573 -4.154  0.4315
O 0.636 0.428 -4.118  -0.6463
H 0.802 3.069 -0.699  0.4157
H 1.372 2.394 -2.085  0.4569
O 0.541 2.684 -1.578  -0.7762
H 0.517 2.122 2.761  0.2472
H 1.894 1.771 3.182  0.2601
O 1.079 1.345 2.893  -0.5026
H 2.118 2.373 0.882  0.3751
H 2.127 3.822 1.370  0.3132
O 1.539 3.151 1.010  -0.7474
H -3.025 -3.174 0.825  0.2639
H -1.730 -2.757 1.877  0.4746
O -2.166 -3.355 1.206  -0.6724
H 0.688 0.098 4.677  0.3177
H -0.372 -0.814 3.956  0.3638
O -0.103 -0.438 4.817  -0.6427
H -2.680 1.569 -3.179  0.3199
H -1.645 0.443 -3.327  0.2520
O -2.510 0.647 -2.945  -0.6255
H -2.388 -3.321 -2.994  0.3259
H -1.862 -4.190 -1.784  0.3313
O -1.698 -3.936 -2.701  -0.6784
H -1.972 3.852 -2.013  0.2654
H -0.512 4.038 -2.027  0.4228
O -1.330 4.569 -1.943  -0.6293
H -2.800 1.030 2.897  0.2990
H -3.311 0.497 1.393  0.4173
O -3.014 0.300 2.313  -0.6463
H -1.178 -2.803 3.252  0.2717
H 0.248 -3.003 4.107  0.3154
O -0.513 -3.427 3.620  -0.6962
H -0.374 -1.134 1.641  0.5000
H -1.728 -0.602 2.201  0.4223
O -1.043 -1.364 2.323  -0.6496
H -2.964 0.407 -1.183  0.3928
H -4.163 1.277 -0.724  0.2544
O -3.404 0.790 -0.383  -0.6858
H -0.721 -2.260 -4.701  0.2756
H -0.227 -2.795 -3.203  0.3449
O -0.323 -2.028 -3.855  -0.6466
H 4.219 1.140 1.130  0.2930
H 3.602 1.107 -0.280  0.3677
O 3.824 1.688 0.447  -0.6406

Forces on atoms 1 to 2 (eV/Å):
-1.3 0.0 0.0
0.7 -1.6 0.3

Values from the calculation:
Total charge = 0
Highest occupied orbital energy = -0.377 hartree
Kohn-Sham gap = 9.92 eV

Molecular formula: C2H38F6N3O23S3Zn
Method: DFT, wB97M-V/def2-TZVPD

Last column: Mulliken charge in e.
Positions of all 76 atoms, in Å:
Zn -0.654 -1.036 2.188  0.3511
N -5.175 -0.941 2.228  -0.2824
H -6.149 -0.976 2.516  0.3786
H -5.059 -0.519 1.282  0.2035
H -4.735 -1.929 2.127  0.3671
H -4.658 -0.387 2.907  0.3515
N -1.142 -3.247 -2.364  -0.0703
H -0.474 -4.009 -2.268  0.4023
H -0.687 -2.358 -2.573  0.1634
H -1.681 -3.170 -1.410  0.2195
H -1.821 -3.468 -3.091  0.4548
S -2.758 -3.449 1.124  1.3211
O -4.133 -3.203 1.601  -0.8621
O -2.238 -4.736 1.530  -0.7159
O -2.738 -3.229 -0.349  -0.7960
O -1.837 -2.378 1.683  -0.2487
C -1.346 1.894 -0.774  0.7158
F -1.355 2.489 0.440  -0.1813
F -2.411 2.219 -1.453  -0.1282
F -0.242 2.182 -1.386  -0.1850
S -1.485 0.070 -0.453  0.1395
O -2.540 -0.059 0.508  -0.4732
O -1.649 -0.561 -1.716  -0.7515
N -0.097 -0.341 0.400  0.6433
S 0.975 -0.962 -0.641  0.6884
O 0.780 -2.388 -0.744  -0.5681
O 1.168 -0.231 -1.842  -0.6213
C 2.575 -0.699 0.194  0.1799
F 2.621 -1.314 1.387  -0.1773
F 3.511 -1.200 -0.580  -0.2100
F 2.741 0.598 0.369  -0.0561
O 1.697 -4.336 1.538  -0.6138
H 1.568 -4.244 0.586  0.2749
H 1.400 -5.230 1.756  0.2866
O 5.110 1.428 1.582  -0.6383
H 5.380 1.529 0.651  0.3432
H 5.197 0.490 1.780  0.2907
O -5.604 -0.146 -0.429  -0.6250
H -6.413 0.196 -0.828  0.2737
H -5.216 -0.730 -1.092  0.2783
O -4.342 4.429 -2.138  -0.5859
H -4.974 4.613 -2.842  0.2872
H -4.879 4.316 -1.346  0.2900
O 0.645 0.446 3.054  -0.4400
H 0.955 0.497 3.968  0.2583
H 1.049 1.196 2.591  0.2671
O 6.054 1.439 -1.185  -0.6378
H 6.009 0.741 -1.868  0.3387
H 6.717 1.108 -0.566  0.3184
O -3.015 -1.928 -3.780  -0.6969
H -3.768 -2.329 -3.333  0.3187
H -2.512 -1.474 -3.085  0.6450
O 6.093 -0.784 -2.990  -0.6820
H 5.417 -1.461 -3.115  0.3109
H 6.000 -0.204 -3.758  0.3487
O 3.236 3.793 -0.567  -0.6197
H 3.479 3.152 0.111  0.2581
H 4.023 3.864 -1.123  0.3053
O 3.014 1.616 -3.113  -0.6504
H 3.707 1.774 -2.462  0.2701
H 2.403 0.999 -2.686  0.4699
O 3.176 -3.064 4.315  -0.6112
H 3.184 -2.184 3.922  0.2951
H 2.975 -2.926 5.249  0.3172
O 0.583 -2.418 3.034  -0.0805
H 0.702 -2.630 3.966  0.2030
H 0.975 -3.184 2.530  0.3442
O 1.159 4.941 -2.463  -0.6351
H 1.920 4.472 -2.093  0.3914
H 0.427 4.846 -1.841  0.2890
O -1.568 5.136 -1.196  -0.6152
H -2.359 4.919 -1.715  0.3287
H -1.794 4.898 -0.291  0.2785
O -1.916 3.584 3.473  -0.5954
H -1.266 3.302 2.820  0.2964
H -1.930 2.886 4.136  0.2976

Forces on atoms 1 to 2 (eV/Å):
0.5 -1.0 0.0
0.5 0.3 0.0

Values from the calculation:
Total charge = +1
Highest occupied orbital energy = -0.428 hartree
Kohn-Sham gap = 7.81 eV

Molecular formula: C2H3AlLiO2
Method: DFT, wB97M-V/def2-TZVPD

Last column: Mulliken charge in e.
Positions of all 9 atoms, in Å:
O 1.710 1.466 0.927  0.1096
C 1.036 0.614 0.589  0.2020
C -0.288 -0.104 0.627  0.1375
O -0.770 -0.362 -0.636  -0.3414
Al 0.116 -1.185 -1.783  1.0721
H -0.931 0.536 1.260  0.3449
H -0.051 -1.046 1.160  0.3501
Li -2.364 0.559 -1.038  0.9418
H 1.542 -0.479 -1.107  0.1834

Forces on atoms 1 to 2 (eV/Å):
-1.3 -3.0 -1.4
1.5 4.2 2.4

Values from the calculation:
Total charge = +3
Highest occupied orbital energy = -0.996 hartree
Kohn-Sham gap = 8.97 eV